No. 1
Below is a structure of composition C21H21HgIN5S, with properties calculated with ωB97M-V with the def2-TZVPD basis set.

## Properties
energy above the lowest of the compared OMol25 structures with the same formula, charge and spin: 31.3 kcal per mole
E_HOMO (alpha / beta): -5.33 / -7.27 eV
<S²>: 0.78
multiplicity: 2
E_tot: -52676.17087 eV

The geometry in XYZ format:
```
50
Properties=species:S:1:pos:R:3:forces:R:3:lowdin_spin:R:1
Hg 0.502048 0.686463 -0.882221 0.42 0.27 0.16 0.01
C 0.187421 -2.573287 4.104896 -0.01 0.01 0.02 0.06
C 0.433058 -2.771955 2.750299 0.03 0.05 -0.02 0.00
C 0.476023 -1.695231 1.881577 -0.01 -0.01 0.05 0.04
C 0.258083 -0.385465 2.335676 0.03 -0.01 -0.03 0.01
C 0.030297 -0.190111 3.707259 0.00 -0.01 0.02 0.05
C -0.003722 -1.275532 4.568142 -0.01 0.04 -0.06 0.00
N 0.292091 0.638167 1.407675 -0.05 -0.11 -0.09 0.24
N 0.056376 1.849921 1.857742 0.00 0.08 0.12 0.34
C 0.092284 2.879398 0.925087 -0.08 0.19 -0.04 0.02
C -0.068933 4.185955 1.430580 0.01 -0.05 0.07 0.06
C -0.035938 5.282828 0.593707 -0.01 -0.02 -0.01 0.00
C 0.141126 5.125996 -0.781818 0.02 -0.03 -0.03 0.08
C 0.287517 3.844472 -1.307036 -0.08 0.16 0.21 0.00
C 0.264223 2.747256 -0.462537 0.01 -0.20 -0.25 0.07
H 0.145629 -3.413182 4.786045 0.01 0.01 0.00 0.00
H 0.587624 -3.776980 2.372219 0.00 0.01 -0.01 0.00
H 0.673806 -1.843215 0.825533 -0.07 -0.01 0.01 0.00
H -0.109344 0.819769 4.064833 -0.03 -0.03 0.01 0.01
H -0.186072 -1.104771 5.622917 0.01 -0.01 -0.01 0.00
H -0.200794 4.296386 2.501736 -0.01 0.01 -0.04 0.00
H -0.141601 6.277397 1.010499 -0.02 -0.02 0.01 0.00
H 0.176459 5.990017 -1.435005 -0.01 -0.02 0.03 0.01
H 0.421601 3.720853 -2.373914 0.01 -0.03 -0.01 0.00
C 2.477208 -1.147357 -3.780383 -0.03 0.01 0.02 0.00
N 2.613688 -1.879255 -2.545048 0.00 0.08 0.06 0.00
C 2.103860 -3.237951 -2.409939 0.06 0.07 0.03 0.00
C 2.431583 -3.595116 -0.948931 0.03 0.10 -0.01 0.00
N 2.889573 -2.317047 -0.425342 0.01 -0.05 0.01 0.00
C 2.955591 -1.342962 -1.350711 0.10 -0.36 -0.05 0.00
S 3.401716 0.246565 -1.030891 -0.38 -0.18 -0.18 0.00
H 2.915027 -1.720777 -4.598578 0.00 -0.01 0.01 0.00
H 3.001964 -0.200902 -3.683027 0.00 0.02 0.01 0.00
H 1.425710 -0.949426 -4.013287 0.00 -0.02 0.02 0.00
H 2.584528 -3.902760 -3.127611 0.02 -0.02 0.00 0.00
H 1.026644 -3.256946 -2.600660 0.00 -0.01 -0.05 0.00
H 3.211994 -4.352149 -0.874410 0.02 -0.02 -0.02 0.00
H 1.551974 -3.950328 -0.411474 -0.01 0.00 0.04 0.00
H 3.092689 -2.136202 0.542713 -0.06 0.07 -0.01 0.00
I -1.509027 -2.044763 -1.509205 0.08 0.06 -0.06 0.00
C -2.878609 -0.494891 -1.079832 -0.01 -0.13 0.05 0.00
C -4.184603 -0.792404 -0.731440 -0.02 0.00 0.05 0.00
C -5.003306 0.287180 -0.433708 0.00 -0.10 0.00 0.00
C -4.490082 1.572790 -0.501395 0.04 0.08 0.00 0.00
C -3.161194 1.739800 -0.856671 0.02 0.05 0.01 0.00
N -2.370760 0.705809 -1.146117 -0.03 0.07 -0.05 0.00
H -4.540912 -1.809854 -0.673762 0.01 -0.01 -0.02 0.00
H -6.029787 0.112968 -0.136773 0.01 0.03 -0.03 0.00
H -5.103098 2.433738 -0.272926 0.02 -0.02 0.01 0.00
H -2.691633 2.717090 -0.904485 -0.01 -0.03 0.01 0.00
```
Positions in Å, forces in eV/Å.


No. 2
Below is an isolated molecule of C17H19NO6, with properties calculated with ωB97M-V with the def2-TZVPD basis set.

## Properties
energy above the lowest of the compared OMol25 structures with the same formula, charge and spin: 0.7 kcal per mole
E_HOMO: -9.98 eV
structure (SMILES): CCCOC(=O)CN1C(=O)c2ccc(C(=O)OCCC)cc2C1=O
E_tot: -31714.34524 eV

The geometry in XYZ format:
```
43
Properties=species:S:1:pos:R:3:forces:R:3:nbo_charge:R:1
C -4.390211 -3.261464 -3.130163 0.13 0.21 0.04 -0.60
H -4.103342 -4.026664 -2.412337 -0.01 -0.14 0.05 0.20
C -3.646407 -1.961377 -2.856984 -0.05 0.11 0.24 -0.42
C -3.958958 -1.436487 -1.458719 -0.29 -0.32 -0.36 -0.07
H -5.025932 -1.208473 -1.369994 0.14 -0.06 0.05 0.20
H -3.667924 -2.158432 -0.692787 -0.05 0.08 -0.06 0.19
O -3.206819 -0.256864 -1.163376 0.26 -0.07 0.14 -0.51
C -3.693323 0.896366 -1.609257 0.09 0.37 0.06 0.80
O -4.714485 1.029144 -2.224453 -0.07 0.03 -0.07 -0.59
C -2.782345 2.065360 -1.234175 -0.14 -0.11 -0.05 -0.33
N -1.676434 1.663653 -0.408753 -0.25 0.33 -0.18 -0.47
C -1.793462 1.433818 0.956959 -0.10 0.13 -0.04 0.69
O -2.787254 1.627609 1.605445 -0.01 -0.05 0.05 -0.54
C -0.457678 0.946288 1.384260 0.66 -0.20 -0.18 -0.12
C 0.011421 0.591049 2.632463 -0.11 0.06 -0.16 -0.16
C 1.334767 0.179540 2.729102 0.07 -0.02 -0.05 -0.15
C 2.161359 0.130936 1.608566 -0.20 0.07 -0.13 -0.15
C 1.680521 0.485823 0.344259 -0.06 0.01 0.08 -0.14
C 0.366655 0.889332 0.254902 -0.06 -0.12 0.65 -0.08
C -0.427771 1.329795 -0.919079 0.00 0.09 -0.11 0.68
O -0.112586 1.417113 -2.076573 0.06 -0.06 -0.02 -0.55
H 2.317383 0.446472 -0.524680 0.04 0.00 -0.07 0.25
C 3.574681 -0.307058 1.809416 0.00 -0.03 0.38 0.79
O 4.007068 -0.682920 2.870682 -0.06 0.00 -0.11 -0.59
O 4.287639 -0.211882 0.688230 -0.23 0.04 -0.28 -0.51
C 5.654803 -0.622892 0.724440 0.70 -0.26 -0.01 -0.08
C 5.848361 -1.925810 -0.047946 -0.31 0.21 0.29 -0.41
C 5.147855 -3.099708 0.625265 0.12 0.12 -0.12 -0.61
H 5.508765 -3.226195 1.643402 -0.01 -0.06 0.11 0.21
H 4.072799 -2.935835 0.662040 -0.10 -0.05 0.03 0.20
H 5.334266 -4.017487 0.073369 -0.05 -0.11 -0.01 0.21
H 5.463134 -1.795470 -1.060949 0.10 0.02 -0.07 0.20
H 6.920306 -2.118926 -0.111837 0.04 0.06 -0.06 0.21
H 6.226805 0.186523 0.262559 -0.11 -0.06 0.09 0.19
H 5.959713 -0.744198 1.768775 0.00 0.07 -0.20 0.21
H 1.755642 -0.109645 3.680701 0.03 -0.02 0.05 0.25
H -0.630600 0.635668 3.498066 -0.06 0.00 0.09 0.24
H -3.385063 2.809718 -0.706100 0.07 -0.13 -0.12 0.25
H -2.388421 2.502227 -2.156739 -0.09 -0.06 0.14 0.26
H -3.940667 -1.205774 -3.587567 0.07 0.02 0.02 0.22
H -2.569080 -2.117841 -2.943576 0.01 0.05 -0.01 0.20
H -4.160024 -3.622023 -4.128952 -0.03 -0.10 -0.07 0.22
H -5.464092 -3.107250 -3.058984 -0.14 -0.05 -0.01 0.21
```
Positions in Å, forces in eV/Å.


No. 3
Below is an isolated molecule of C4H9NO in a non-equilibrium geometry, with properties calculated with ωB97M-V with the def2-TZVPD basis set.

## Properties
energy above the lowest of the compared OMol25 structures with the same formula, charge and spin: 62.1 kcal per mole
E_HOMO: -8.08 eV
structure (SMILES): C[C@H]1C[C@@]1(N)O
E_tot: -7829.62503 eV

The geometry in XYZ format:
```
15
Properties=species:S:1:pos:R:3:forces:R:3:nbo_charge:R:1
C 1.450460 0.709624 0.710651 0.16 0.10 0.07 -0.60
C 0.292502 0.589054 -0.232713 0.03 0.44 0.24 -0.29
C 0.310220 -0.512780 -1.260434 -0.50 0.35 -0.12 -0.58
C -0.759614 -0.384833 0.063649 0.39 0.07 -0.83 0.48
O -0.564509 -1.484366 0.887795 0.47 -0.03 0.10 -0.71
N -2.070143 0.088961 0.172615 0.01 -0.21 -0.66 -0.85
H 1.745771 -0.274160 1.092340 -0.03 0.17 -0.08 0.21
H 1.176212 1.333609 1.565605 0.15 -0.04 -0.03 0.21
H 2.299708 1.156369 0.190274 0.08 0.00 0.14 0.21
H -0.102622 1.530445 -0.601970 0.04 0.19 0.13 0.20
H 0.012565 -1.989357 0.303271 -0.07 -0.59 0.63 0.49
H -0.036608 -0.319739 -2.268725 -0.21 0.26 0.14 0.22
H 1.303781 -1.012917 -1.292640 -1.03 -0.41 0.44 0.21
H -2.253321 1.080168 0.150458 0.19 -0.30 0.09 0.39
H -2.804402 -0.510077 0.519825 0.32 -0.01 -0.27 0.40
```
Positions in Å, forces in eV/Å.


No. 4
Below is an isolated molecule of C5H11NOS2 in a non-equilibrium geometry, with properties calculated with ωB97M-V with the def2-TZVPD basis set.

## Properties
energy above the lowest of the compared OMol25 structures with the same formula, charge and spin: 63.3 kcal per mole
E_HOMO: -8.73 eV
structure (SMILES): CN(C)[C@H](CS)C(=O)S
E_tot: -30569.47325 eV

The geometry in XYZ format:
```
20
Properties=species:S:1:pos:R:3:forces:R:3:nbo_charge:R:1
C -2.400824 0.716437 0.205174 2.48 -1.12 0.48 0.40
C 1.441513 0.168850 0.920288 0.56 3.56 2.31 -0.40
C 0.391003 1.067937 -1.068475 0.42 0.57 0.31 -0.42
C -1.045493 -1.431508 -0.575420 0.58 -2.52 0.53 -0.56
C -0.931685 -0.323839 0.390410 -1.92 2.61 -0.10 -0.13
N 0.203010 0.553673 0.278317 -0.47 -0.21 -0.35 -0.48
O -3.400101 0.288696 -0.249995 -0.79 -0.58 -0.40 -0.54
S -2.037765 2.332640 0.733725 0.26 -0.07 0.08 -0.09
S -2.034630 -2.853067 0.074796 -0.29 -0.07 0.94 -0.05
H 2.069031 1.184038 1.114431 -1.15 -2.39 -0.72 0.20
H 1.323992 -0.224186 1.940342 -0.49 0.04 -0.35 0.22
H 2.007205 -0.524408 0.383365 1.05 -1.06 -1.14 0.19
H 1.414301 0.883862 -1.351260 0.42 0.32 -0.34 0.20
H -0.220223 0.528516 -1.763963 -0.46 -0.01 -0.48 0.21
H 0.137387 2.144867 -1.055938 0.30 -0.47 -0.51 0.21
H -1.639928 -1.190826 -1.456561 0.61 0.16 -0.25 0.25
H -0.032940 -1.922546 -0.731426 -1.13 1.01 -0.49 0.23
H -0.940074 -0.586803 1.419247 -0.33 -0.76 0.88 0.22
H -0.735581 1.758123 0.701130 0.14 0.84 0.73 0.22
H -2.015565 -2.663179 1.448932 0.22 0.15 -1.15 0.13
```
Positions in Å, forces in eV/Å.